{
  "formula": "C5H10O",
  "method": "ωB97M-V with the def2-TZVPD basis set",
  "lumo_ev": 1.0,
  "smiles": "CC[C@@]1(C)CO1",
  "homo_ev": -9.994,
  "spin_multiplicity": 1,
  "e_tot_ev": -7393.37044,
  "species": ["C", "C", "C", "C", "C", "O", "H", "H", "H", "H", "H", "H", "H", "H", "H", "H"],
  "positions_angstrom": [[-0.965, -0.263, -1.752], [-0.653, 0.676, -0.593], [0.392, 0.210, 0.437], [-0.132, 0.114, 1.855], [1.601, -0.599, 0.171], [1.666, 0.815, 0.205], [-1.432, -1.184, -1.390], [-0.055, -0.530, -2.297], [-1.652, 0.205, -2.469], [-1.584, 0.917, -0.060], [-0.282, 1.632, -0.984], [0.688, 0.131, 2.575], [-0.847, 0.901, 2.109], [-0.655, -0.846, 1.950], [1.753, -1.144, -0.760], [2.159, -1.037, 1.004]],
  "atomic_forces_ev_per_a": [[0.1, -0.1, 0.0], [0.0, 0.0, 0.0], [-0.3, -0.1, 0.1], [0.0, 0.1, 0.1], [0.0, -0.3, -0.1], [0.1, 0.3, 0.1], [0.1, 0.0, -0.1], [-0.1, 0.0, 0.0], [0.1, -0.1, 0.2], [0.2, -0.2, -0.1], [0.0, -0.2, 0.1], [0.0, 0.0, 0.0], [0.2, 0.0, -0.1], [0.0, 0.2, 0.0], [0.0, 0.5, -0.2], [-0.5, -0.2, 0.0]]
}